Entry from the OMol25 dataset: an isolated molecule of C7H10 (ωB97M-V with the def2-TZVPD basis set).

Each line ends with the Mulliken charge.
Cartesian coordinates (Å):
C1 -1.46 0.89 1.99  -0.742
C2 -0.57 0.97 0.95  -0.180
C3 -0.16 -0.33 0.39  0.425
C4 -0.35 -1.58 0.88  -0.767
C5 0.49 -0.15 -0.96  0.730
C6 0.03 -1.01 -1.89  -0.897
C7 1.51 0.87 -1.07  -1.329
H1 -1.52 1.59 2.88  0.212
H2 -2.10 0.02 2.01  0.331
H3 -0.18 1.92 0.51  0.118
H4 -0.18 -1.82 1.91  0.339
H5 -0.57 -2.51 0.29  0.232
H6 -0.95 -1.44 -1.77  0.340
H7 0.59 -1.14 -2.93  0.198
H8 2.23 0.90 -0.24  0.352
H9 2.08 0.94 -2.03  0.349
H10 1.11 1.88 -0.93  0.290

For the largest force on an atom, the calculation gives 0.082 hartree/bohr. The calculation puts the energy above the lowest of the compared OMol25 structures with the same formula, charge and spin at 88.2 kcal/mol. The gap between HOMO and LUMO is 8.3 eV. The net charge is 0. As for the SMILES: C=CC(=C)C(=C)C. The value obtained for the total energy is -272.5774 Ha.

***

Entry from the OMol25 dataset: a structure of composition CH4ClN3 (ωB97M-V with the def2-TZVPD basis set).

Each line ends with the Mulliken charge.
Cartesian coordinates (Å):
C1 -0.07 1.16 -0.81  -0.135
N1 -0.91 1.09 0.31  -0.223
N2 -0.20 -0.02 0.72  -0.446
N3 0.62 0.17 -0.31  0.227
Cl1 2.18 -0.58 -0.27  0.023
H1 0.39 1.97 -1.40  0.249
H2 0.18 -2.70 0.49  0.011
H3 -1.99 1.09 0.36  0.287
H4 -0.20 -2.17 0.90  0.007

For the largest force on an atom, the calculation gives 0.077 hartree/bohr. The calculation puts the energy above the lowest of the compared OMol25 structures with the same formula, charge and spin at 121.0 kcal/mol. The gap between HOMO and LUMO is 8.4 eV. The net charge is 0. The value obtained for the total energy is -664.7332 Ha.

***

Entry from the OMol25 dataset: a structure of composition C5H6Br2N3O4 (ωB97M-V with the def2-TZVPD basis set).

Each line ends with the Löwdin spin population.
Cartesian coordinates (Å):
C1 1.38 -0.21 0.23  0.237
C2 1.30 -1.10 1.34  0.284
C3 -1.12 -0.48 -0.18  0.013
C4 0.23 0.07 -0.51  0.156
C5 0.15 -2.36 3.01  0.131
N1 -1.61 2.69 -2.22  0.223
N2 0.34 0.94 -1.55  0.260
N3 0.38 -1.74 1.96  0.185
O1 -1.45 3.30 -1.27  0.146
O2 -2.22 2.67 -3.17  0.136
O3 -0.52 1.28 -2.39  0.015
O4 1.58 1.56 -1.71  0.070
Br1 0.80 -1.82 4.71  0.063
Br2 -1.12 -3.71 3.09  0.048
H1 2.19 0.01 -0.29  0.009
H2 2.29 -1.38 1.75  0.013
H3 -1.68 -0.49 -0.99  0.000
H4 -1.03 -1.41 0.36  0.002
H5 1.76 1.91 -2.62  0.002
H6 -1.66 0.28 0.45  0.006

For the largest force on an atom, the calculation gives 0.127 hartree/bohr. As for the spin multiplicity: 3. The calculation puts the energy above the lowest of the compared OMol25 structures with the same formula, charge and spin at 10.4 kcal/mol. The gap between HOMO and LUMO (alpha / beta) is 5.3 / 6.5 eV. The net charge is +1. Its expectation value of S² is 2.021. The value obtained for the total energy is -5806.7244 Ha.

***

Entry from the OMol25 dataset: a structure of composition C29H30ClI2N2O3SbTi (ωB97M-V with the def2-TZVPD basis set).

Each line ends with the Mulliken charge.
Cartesian coordinates (Å):
Ti1 0.09 -0.12 0.25  -0.435
I1 3.54 -2.68 -6.08  0.191
C1 2.78 -2.18 -4.23  -0.715
C2 2.48 -3.18 -3.32  -0.071
C3 1.96 -2.85 -2.07  -0.228
I2 1.46 -4.37 -0.75  0.082
C4 1.78 -1.52 -1.75  -0.283
O1 1.23 -1.16 -0.55  1.117
C5 2.07 -0.50 -2.65  1.216
C6 1.91 0.95 -2.27  -1.974
N1 0.69 1.27 -1.49  0.237
C7 -0.52 1.38 -2.34  -0.845
C8 -1.19 0.05 -2.49  0.864
C9 -1.79 -0.33 -3.67  -1.085
C10 -2.40 -1.57 -3.75  -0.594
C11 -2.38 -2.41 -2.65  -1.129
C12 -1.75 -1.97 -1.50  -0.098
N2 -1.18 -0.75 -1.40  1.017
C13 2.57 -0.84 -3.90  -0.766
H1 2.63 -4.22 -3.58  0.474
H2 1.93 1.56 -3.17  0.481
H3 2.76 1.26 -1.66  0.359
H4 0.83 2.18 -1.06  0.334
H5 -0.27 1.80 -3.31  0.519
H6 -1.21 2.07 -1.85  0.181
H7 -1.76 0.34 -4.52  0.561
H8 -2.88 -1.89 -4.67  0.467
H9 -2.82 -3.39 -2.67  0.522
H10 -1.67 -2.61 -0.64  0.294
H11 2.81 -0.06 -4.61  0.530
C14 3.66 0.52 0.62  -0.611
C15 4.12 -0.79 0.63  -0.296
C16 3.49 -1.76 1.41  -0.705
C17 2.41 -1.41 2.20  -0.246
C18 1.94 -0.09 2.19  -1.221
C19 2.56 0.87 1.39  -0.089
H12 4.19 1.27 0.05  0.610
H13 4.99 -1.06 0.04  0.428
H14 3.87 -2.77 1.42  0.537
H15 1.95 -2.14 2.85  0.463
H16 1.19 0.22 2.91  1.005
H17 2.24 1.91 1.45  0.585
Cl1 -2.04 7.67 2.51  -0.155
C20 -1.74 5.99 2.26  0.459
C21 -1.50 5.18 3.36  -0.861
C22 -1.26 3.83 3.15  -0.557
C23 -1.28 3.31 1.86  0.201
C24 -1.53 4.14 0.77  0.091
C25 -1.76 5.48 0.96  -1.066
C26 -1.01 1.88 1.71  0.635
O2 -0.75 1.11 2.63  -0.718
O3 -1.01 1.37 0.45  -0.357
H18 -1.49 5.60 4.35  0.452
H19 -1.07 3.18 3.99  0.451
H20 -1.57 3.73 -0.23  0.423
H21 -1.97 6.14 0.13  0.443
C27 -1.22 -1.56 4.07  -1.282
Sb1 -1.48 -1.69 1.99  1.116
C28 -3.45 -0.97 1.73  -1.226
C29 -1.76 -3.78 1.79  -1.231
H22 -1.90 -2.29 4.52  0.495
H23 -1.46 -0.56 4.39  0.351
H24 -0.20 -1.81 4.36  0.380
H25 -3.99 -1.11 2.67  0.480
H26 -3.94 -1.53 0.94  0.391
H27 -3.44 0.09 1.47  0.259
H28 -2.81 -3.99 2.00  0.437
H29 -1.14 -4.28 2.54  0.416
H30 -1.50 -4.15 0.81  0.292

For the largest force on an atom, the calculation gives 0.028 hartree/bohr. The calculation puts the energy above the lowest of the compared OMol25 structures with the same formula, charge and spin at 15.1 kcal/mol. The gap between HOMO and LUMO is 6.0 eV. The net charge is +2. The value obtained for the total energy is -3603.1961 Ha.

***

Repeat the second record exactly.
Entry from the OMol25 dataset: a structure of composition CH4ClN3 (ωB97M-V with the def2-TZVPD basis set).

Each line ends with the Mulliken charge.
Cartesian coordinates (Å):
C1 -0.07 1.16 -0.81  -0.135
N1 -0.91 1.09 0.31  -0.223
N2 -0.20 -0.02 0.72  -0.446
N3 0.62 0.17 -0.31  0.227
Cl1 2.18 -0.58 -0.27  0.023
H1 0.39 1.97 -1.40  0.249
H2 0.18 -2.70 0.49  0.011
H3 -1.99 1.09 0.36  0.287
H4 -0.20 -2.17 0.90  0.007

For the largest force on an atom, the calculation gives 0.077 hartree/bohr. The calculation puts the energy above the lowest of the compared OMol25 structures with the same formula, charge and spin at 121.0 kcal/mol. The gap between HOMO and LUMO is 8.4 eV. The net charge is 0. The value obtained for the total energy is -664.7332 Ha.

***

Q: net charge of number 2 (CH4ClN3)?
A: 0

***

Q: What is the energy above the lowest of the compared OMol25 structures with the same formula, charge and spin in the second record?
A: 121.0 kcal/mol